No. 1
{
  "formula": "C8H18N5O",
  "method": "ωB97M-V/def2-TZVPD",
  "total_charge": 1,
  "relative_energy_kj_mol": 0.0,
  "homo_energy_ev": -11.799,
  "orbital_gap_ev": 9.1,
  "spin_multiplicity": 1,
  "symbols": ["C", "C", "C", "C", "C", "C", "C", "C", "N", "N", "N", "N", "N", "O", "H", "H", "H", "H", "H", "H", "H", "H", "H", "H", "H", "H", "H", "H", "H", "H", "H", "H"],
  "coordinates": [[-1.21096, 2.15384, 0.14230], [1.31462, -0.03726, -0.04515], [-1.58590, -0.05267, -0.65485], [4.60035, 0.63469, -0.48069], [-3.50188, 1.56382, -0.48162], [-2.14493, -0.88444, 1.48004], [-1.39644, -2.51429, -0.31299], [3.61983, -0.15715, 0.35978], [-0.00445, 1.80971, 0.33214], [-2.09788, 1.23334, -0.27295], [0.20614, 0.59932, -0.19141], [2.35717, 0.51774, 0.61998], [-1.87046, -1.15850, 0.03990], [1.49839, -1.22445, -0.58893], [-1.39930, 3.18890, 0.43955], [-1.60367, -0.37282, -1.79160], [5.48270, -0.03481, -0.76034], [4.25160, 0.80162, -1.44631], [4.81562, 1.55632, -0.07985], [-4.23836, 0.76820, -0.46759], [-3.96394, 2.27721, 0.28613], [-3.52446, 2.27094, -1.38146], [-1.19740, -1.25014, 1.94172], [-2.42402, 0.11138, 1.73317], [-2.92535, -1.42739, 1.73948], [-0.43528, -2.85061, -0.03990], [-2.17771, -3.15398, 0.07443], [-1.53195, -2.53071, -1.32567], [3.46696, -1.06188, -0.10844], [4.21516, -0.45951, 1.33197], [2.30502, 1.18460, 1.34718], [1.10080, -1.50102, -1.43803]],
  "forces_ev_per_angstrom": [[1.0, 0.9, 1.2], [0.1, 2.1, 0.6], [1.1, -1.0, -2.5], [0.8, -3.1, -0.6], [-0.9, 3.4, -0.5], [4.6, -0.1, -1.5], [-2.7, 1.3, 1.3], [3.2, 1.0, 3.0], [1.5, 1.4, 0.1], [-1.4, -1.5, -0.4], [-2.5, -2.1, -1.1], [0.6, -3.0, -1.6], [-0.3, 1.9, 2.0], [0.3, -1.2, -0.3], [-0.9, -0.5, -0.2], [0.6, 1.4, 1.9], [-0.7, 1.1, 1.1], [-1.3, 0.5, -1.8], [1.1, 1.9, 1.1], [0.6, -0.5, -0.6], [1.3, -1.0, -0.3], [-0.6, -1.6, 0.6], [-0.9, 0.6, 0.6], [0.5, 0.9, -0.2], [-3.4, -3.0, 1.5], [1.2, 0.2, 0.8], [0.2, -0.5, 0.2], [0.0, -0.5, -2.9], [-0.5, -1.7, -0.8], [-1.6, 0.8, -1.4], [-0.7, 0.8, 0.3], [-0.2, 1.0, 0.6]]
}

No. 2
{
  "formula": "C2H6IN3S",
  "method": "ωB97M-V/def2-TZVPD",
  "total_charge": 0,
  "s2": 2.008,
  "homo_energy_ev": [-6.446, -9.225],
  "orbital_gap_ev": [7.0, 7.2],
  "spin_multiplicity": 3,
  "symbols": ["C", "C", "N", "N", "N", "S", "I", "H", "H", "H", "H", "H", "H"],
  "coordinates": [[-1.75470, -0.36708, 0.61596], [-0.26213, 0.64886, -1.47327], [1.56265, -0.77827, 0.63682], [1.23648, -1.82834, 0.33682], [0.42668, 1.19385, -0.55190], [-1.56400, -0.43574, -1.18971], [3.62832, -0.20601, 1.77586], [-1.04296, -1.03488, 1.08626], [-2.76578, -0.69221, 0.83192], [-1.60109, 0.65788, 0.93288], [-0.12995, 0.81018, -2.54465], [1.13613, 0.17965, 0.41478], [1.13035, 1.85213, -0.87176]],
  "forces_ev_per_angstrom": [[0.2, -0.1, -0.5], [-0.1, 0.1, -0.1], [1.1, 1.7, 1.4], [-1.4, -2.8, -1.3], [-0.2, 0.6, -0.1], [-0.3, -0.2, 0.2], [1.8, 0.5, 0.9], [0.0, 0.0, 0.1], [-0.1, 0.0, 0.0], [0.0, 0.1, 0.1], [0.1, 0.1, 0.0], [-1.1, 0.0, -0.6], [0.0, 0.0, -0.3]]
}

Ordered total energy results: -664.28991 -939.81729; unit a.u..